Entry 1:
Entry from the Open Molecules 2025 dataset: one molecule with the formula C6H8 (ωB97M-V/def2-TZVPD).

Structure (XYZ):
```
14
C6H8 ωB97M-V/def2-TZVPD
C 1.519 0.205 -0.062
C -0.948 -0.906 1.183
C -0.788 1.046 -0.098
C -1.314 0.499 1.024
C 0.137 0.071 -0.749
C -0.446 -1.250 -0.194
H 0.219 0.174 -1.839
H 0.242 -2.099 -0.257
H -1.368 -1.529 -0.730
H 1.398 -0.133 0.974
H -1.870 1.057 1.772
H -0.936 2.065 -0.456
H 2.268 -0.434 -0.538
H 1.888 1.234 -0.029
```

Lowest unoccupied orbital energy (spin up / spin down) = -0.43 / -0.43 eV
Spin multiplicity = 1
Orbital gap (spin up / spin down) = 7.7 / 7.7 eV
Maximum force = 0.50 eV Å⁻¹
ΔE to the lowest compared entry with this formula, charge and spin = 290.8 kJ/mol



Entry 2:
Entry from the Open Molecules 2025 dataset: C22H33BrN4O3PRuS2Te as an isolated structure (ωB97M-V/def2-TZVPD).

Structure (XYZ):
```
68
C22H33BrN4O3PRuS2Te ωB97M-V/def2-TZVPD
Te 2.483 -2.171 2.309
Ru -0.108 -0.490 1.153
Br -0.418 -6.563 -2.305
S -1.662 0.569 -2.929
S 1.535 0.678 2.579
P 2.703 -1.628 -0.047
O 4.126 -0.962 -0.221
O 1.598 -0.762 -0.523
O 2.700 -2.996 -0.850
N -2.395 -0.259 1.557
N -0.801 1.058 -0.297
N -0.599 -2.632 0.166
N -4.352 -0.519 0.290
C 1.787 -0.166 5.196
C -4.934 -1.972 -1.614
C -0.372 -5.013 0.071
C -0.514 -4.972 -1.306
C -0.040 -0.322 6.754
C -1.139 0.842 -1.402
C -0.899 0.167 5.780
C -5.371 -1.398 -0.276
C -4.386 0.867 -0.174
C 4.377 -0.132 -1.399
C -3.445 -2.407 1.557
C 0.924 0.303 4.208
C -0.730 -2.615 -1.162
C 3.681 -4.027 -0.574
C -3.379 -0.973 1.109
C 4.554 1.295 -0.953
C -0.713 -3.759 -1.942
C 3.758 -4.923 -1.782
C -5.148 1.762 0.785
C -0.422 0.477 4.516
C 1.307 -0.482 6.457
C -0.426 -3.815 0.760
H 4.117 -4.380 -2.655
H 5.362 1.381 -0.229
H -4.841 0.862 -1.165
H -5.690 -2.636 -2.034
H -0.416 -0.572 7.738
H -2.462 0.703 1.240
H 1.987 -0.850 7.215
H -0.318 -3.800 1.837
H 4.637 -3.553 -0.344
H -4.010 -2.542 -1.496
H 3.634 1.665 -0.502
H -0.221 -5.942 0.599
H -1.105 0.841 3.759
H 4.790 1.925 -1.812
H -3.449 -3.109 0.724
H 3.339 -4.566 0.313
H -6.285 -0.808 -0.379
H -3.369 1.225 -0.336
H 2.780 -5.344 -2.010
H -1.950 0.308 5.997
H -0.854 -1.650 -1.640
H -4.730 -1.181 -2.335
H -4.687 1.752 1.774
H -5.155 2.794 0.434
H 3.540 -0.231 -2.091
H -2.585 -2.593 2.191
H -6.184 1.439 0.895
H 5.270 -0.552 -1.861
H -5.615 -2.187 0.434
H 4.448 -5.746 -1.589
H -0.826 -3.682 -3.013
H -4.349 -2.579 2.143
H 2.843 -0.273 4.978
```

Lowest unoccupied orbital energy (spin up / spin down) = 0.21 / -1.40 eV
Spin multiplicity = 6
Orbital gap (spin up / spin down) = 7.3 / 6.3 eV
Expectation value of S² = 8.767
Maximum force = 0.82 eV Å⁻¹
ΔE to the lowest compared entry with this formula, charge and spin = 18.5 kJ/mol



Entry 3:
Entry from the Open Molecules 2025 dataset: one molecule with the formula C5H5NO2 (ωB97M-V/def2-TZVPD).

Structure (XYZ):
```
13
C5H5NO2 ωB97M-V/def2-TZVPD
O -1.064 1.065 -0.460
O 0.166 -1.792 -0.345
N 2.236 0.460 0.967
C 1.143 1.353 0.538
C 1.724 -0.799 0.994
C 0.542 -0.825 0.215
C -1.938 -0.082 -0.825
C -0.062 0.619 0.228
H -1.310 -0.679 -1.401
H 2.186 -1.831 1.208
H -2.614 0.622 -1.614
H 1.313 2.421 0.333
H -2.320 -0.533 0.162
```

Lowest unoccupied orbital energy = -1.30 eV
Spin multiplicity = 1
SMILES = COC1=CN=CC1=O
Orbital gap = 7.1 eV
Maximum force = 6.84 eV Å⁻¹
ΔE to the lowest compared entry with this formula, charge and spin = 466.5 kJ/mol



Entry 4:
Entry from the Open Molecules 2025 dataset: C12H26BNO4Pb as an isolated structure (ωB97M-V/def2-TZVPD).

Structure (XYZ):
```
45
C12H26BNO4Pb ωB97M-V/def2-TZVPD
Pb -4.842 2.258 -0.415
O -2.922 -1.550 1.658
O -0.437 -1.505 -0.045
O -4.252 0.403 1.047
O -1.210 -0.195 -1.723
N -1.823 0.274 0.440
C -2.175 1.566 -0.056
C 3.636 -2.042 0.557
C -1.089 3.623 1.020
C 2.261 -0.286 -1.369
C 2.367 0.208 0.079
C -2.276 2.636 1.038
C -0.031 -0.391 -2.589
C 3.136 -0.694 1.079
C -1.049 -0.590 -0.462
C 4.859 -1.946 -0.373
C 1.156 0.463 -2.150
C -3.744 -2.696 1.312
B -2.982 -0.381 1.065
H 1.556 0.943 -3.042
H -3.191 3.283 0.928
H 2.467 -0.906 1.917
H 2.037 -1.352 -1.406
H -1.428 4.648 1.149
H -0.535 3.573 0.083
H -3.187 1.348 -0.562
H -2.361 2.157 2.013
H 0.759 1.249 -1.493
H 3.206 -0.082 -1.870
H 1.370 0.419 0.485
H -0.385 -0.105 -3.575
H 4.634 -2.314 -1.376
H -4.427 0.725 1.947
H 5.211 -0.917 -0.460
H -0.419 3.399 1.847
H -3.612 -3.428 2.100
H -4.796 -2.417 1.258
H 3.900 -2.641 1.430
H -1.551 1.942 -0.861
H 0.199 -1.455 -2.626
H 5.681 -2.554 0.001
H -3.387 -3.107 0.372
H 2.878 1.175 0.038
H 2.824 -2.595 0.078
H 3.974 -0.145 1.510
```

Lowest unoccupied orbital energy = -10.23 eV
Charge = +2
Spin multiplicity = 1
Orbital gap = 4.5 eV
Maximum force = 1.70 eV Å⁻¹



Total energy (a.u.)
-233.27625; -5377.57658; -398.60079; -1045.64586